No. 1
Below is 3 unconnected molecules or ions with the total composition C5H12O2 in a non-equilibrium geometry, with properties calculated with wB97M-V/def2-TZVPD.

Cartesian coordinates (Å):
O (-1.045, -0.872, -0.355)
O (-1.933, 0.824, 1.319)
C (1.327, 0.949, -0.965)
C (0.994, 0.207, 0.084)
C (-1.441, -0.691, -1.695)
C (1.673, -1.038, 0.549)
C (-0.923, 1.108, 1.987)
H (0.925, -1.743, 0.911)
H (-0.806, 0.046, -2.198)
H (-0.545, 0.406, 2.749)
H (2.052, 0.592, -1.678)
H (-1.587, -0.202, 0.269)
H (2.203, -1.517, -0.273)
H (-0.667, 2.158, 2.192)
H (0.394, 0.727, 0.956)
H (-1.321, -1.649, -2.207)
H (-2.476, -0.346, -1.785)
H (0.804, 1.858, -1.219)
H (2.371, -0.819, 1.358)

Output
energy above the lowest of the compared OMol25 structures with the same formula, charge and spin	92.30	kcal per mole
HOMO level	-8.84	eV
charge	0
structure (SMILES)	C=CC.C=O.CO
electronic energy	-9471.1330	eV
strongest force on any atom	3.31	eV/Å

=====

No. 2
Below is a molecular structure, C28H49BrMgNO3P3 in a non-equilibrium geometry, with properties calculated with wB97M-V/def2-TZVPD.

Cartesian coordinates (Å):
Br (-1.900, 1.072, -1.303)
P (-3.502, -2.292, 1.097)
P (0.236, 2.041, -3.360)
P (-0.584, 0.920, 3.075)
Mg (0.054, -1.884, 2.230)
O (0.433, -0.419, 3.611)
O (-0.712, 1.844, 4.400)
O (0.574, 1.673, 2.166)
N (5.955, -2.339, 1.345)
C (-3.954, -2.217, -1.729)
C (2.881, 3.136, -3.110)
C (0.079, 0.655, -2.103)
C (-3.738, -0.474, 1.323)
C (1.932, 2.267, -3.951)
C (3.885, -2.910, 0.287)
C (-2.019, -2.561, 2.128)
C (-2.143, -3.559, 3.282)
C (-0.235, 0.571, -5.722)
C (-0.042, -0.730, -2.593)
C (1.315, -0.315, -0.192)
C (0.842, -2.724, 0.442)
C (-5.199, -0.123, 1.598)
C (1.055, 0.753, -1.015)
C (-0.327, 3.587, -2.585)
C (1.726, -2.861, 1.565)
C (-1.200, 4.463, -3.472)
C (0.270, 2.631, 5.113)
C (0.224, -1.785, -1.771)
C (1.556, -0.252, 4.509)
C (0.805, -1.608, -0.481)
C (3.181, -2.685, 1.488)
C (5.314, -2.143, 2.496)
C (-0.845, 1.552, -4.722)
C (0.419, 3.046, 1.771)
C (-2.867, -2.318, -0.652)
C (3.931, -2.347, 2.633)
C (5.277, -2.746, 0.272)
H (-0.462, -0.894, -3.583)
H (-3.118, -0.133, 2.160)
H (-1.566, 5.310, -2.886)
H (2.362, 1.265, -4.064)
H (-3.566, -2.615, -2.678)
H (5.840, -2.940, -0.643)
H (1.387, -3.553, 2.368)
H (-5.893, -0.707, 0.979)
H (1.918, -0.174, 0.710)
H (1.513, 1.727, -0.829)
H (-2.311, -3.261, -0.760)
H (0.554, 4.128, -2.219)
H (-0.020, -2.813, -2.073)
H (-1.143, 2.478, -5.231)
H (-2.167, -1.475, -0.776)
H (-1.791, -1.543, 2.555)
H (0.415, -0.178, -5.259)
H (3.456, -2.226, 3.610)
H (-1.288, -2.960, 1.381)
H (-0.636, 3.313, 1.594)
H (-4.252, -1.175, -1.912)
H (-5.442, -0.298, 2.655)
H (0.101, 3.686, 4.873)
H (-1.037, 0.025, -6.236)
H (-0.914, 3.296, -1.703)
H (0.079, 2.473, 6.181)
H (3.370, -3.221, -0.617)
H (-4.848, -2.796, -1.462)
H (3.400, 2.528, -2.358)
H (1.831, 2.692, -4.959)
H (1.901, -1.266, 4.741)
H (0.349, 1.097, -6.485)
H (5.911, -1.813, 3.349)
H (0.864, 3.704, 2.531)
H (3.642, 3.579, -3.770)
H (1.239, 0.245, 5.433)
H (-3.360, 0.026, 0.416)
H (-3.097, -3.448, 3.814)
H (-0.654, 4.869, -4.332)
H (-1.762, 1.137, -4.278)
H (2.365, 3.950, -2.588)
H (-2.068, -4.587, 2.906)
H (2.360, 0.310, 4.014)
H (0.354, -3.635, 0.068)
H (-2.077, 3.914, -3.827)
H (1.311, 2.349, 4.894)
H (-5.369, 0.942, 1.392)
H (0.967, 3.153, 0.826)
H (-1.328, -3.405, 4.011)

Output
energy above the lowest of the compared OMol25 structures with the same formula, charge and spin	0.00	kcal per mole
HOMO level (alpha / beta)	-12.48 / -12.52	eV
charge	+2
electronic energy	-140802.0837	eV
strongest force on any atom	3.21	eV/Å

=====

No. 3
Below is 7 unconnected molecules or ions with the total composition C30H27F7O12 in a non-equilibrium geometry, with properties calculated with wB97M-V/def2-TZVPD.

Cartesian coordinates (Å):
F (6.276, 13.286, 13.126)
F (19.720, 8.200, 10.947)
F (13.293, 12.867, 8.768)
F (16.089, 12.554, 15.131)
F (12.727, 7.160, 15.383)
F (13.949, 19.210, 13.169)
F (15.594, 16.828, 4.755)
O (12.506, 8.442, 12.578)
O (11.163, 12.241, 8.422)
O (8.858, 12.623, 12.495)
O (14.322, 7.504, 11.566)
O (7.620, 14.354, 11.658)
O (12.507, 17.211, 15.215)
O (10.697, 14.426, 8.692)
O (9.365, 12.839, 9.634)
O (14.248, 7.761, 13.807)
O (9.906, 14.493, 12.233)
O (13.679, 17.840, 16.979)
O (14.533, 18.020, 14.879)
C (18.116, 6.462, 10.938)
C (13.340, 17.285, 7.997)
C (8.888, 13.936, 12.121)
C (15.077, 11.253, 11.904)
C (13.747, 17.776, 5.705)
C (13.293, 8.227, 14.716)
C (13.262, 12.453, 12.906)
C (17.228, 5.548, 11.612)
C (10.364, 13.141, 9.029)
C (13.730, 7.906, 12.514)
C (18.981, 7.279, 11.663)
C (13.599, 17.697, 15.829)
C (14.866, 16.979, 5.837)
C (17.141, 5.628, 12.973)
C (6.750, 13.276, 11.831)
C (13.791, 11.711, 11.823)
C (15.858, 11.466, 13.032)
C (14.431, 16.485, 8.125)
C (12.249, 12.882, 7.847)
C (15.275, 16.347, 7.010)
C (12.643, 17.227, 13.803)
C (11.703, 14.355, 7.700)
C (7.640, 12.091, 11.935)
C (18.865, 7.367, 13.038)
C (14.043, 17.941, 13.597)
C (17.960, 6.543, 13.651)
C (12.330, 9.019, 13.888)
C (15.387, 12.295, 14.068)
C (12.960, 17.970, 6.813)
C (14.075, 12.718, 13.989)
H (11.342, 8.983, 14.348)
H (11.843, 17.876, 13.391)
H (13.181, 11.525, 10.927)
H (14.593, 15.794, 8.977)
H (13.475, 18.153, 4.748)
H (12.053, 18.578, 6.854)
H (17.788, 6.661, 14.720)
H (12.638, 12.261, 7.057)
H (12.605, 16.206, 13.423)
H (18.119, 6.672, 9.873)
H (13.764, 8.856, 15.449)
H (7.259, 11.369, 12.654)
H (14.817, 17.433, 12.940)
H (12.704, 17.334, 8.843)
H (15.520, 10.682, 11.065)
H (16.908, 11.217, 12.983)
H (13.634, 13.166, 14.841)
H (7.948, 11.680, 10.991)
H (16.448, 5.067, 13.518)
H (12.444, 15.116, 7.797)
H (19.518, 8.075, 13.634)
H (12.312, 12.873, 12.965)
H (5.984, 13.335, 11.094)
H (16.639, 4.890, 11.031)
H (11.271, 14.478, 6.717)
H (12.683, 10.048, 13.811)
H (16.170, 15.715, 6.975)

Output
energy above the lowest of the compared OMol25 structures with the same formula, charge and spin	8.62	kcal per mole
HOMO level	-9.11	eV
charge	0
structure (SMILES)	O=C1OC[C@@H](F)O1.O=C1OC[C@@H](F)O1.O=C1OC[C@@H](F)O1.O=C1OC[C@@H](F)O1.Fc1ccccc1.Fc1ccccc1.Fc1ccccc1
electronic energy	-75139.3000	eV
strongest force on any atom	3.48	eV/Å

=====

No. 4
Below is a single CH3BrO2S molecule in a non-equilibrium geometry, with properties calculated with wB97M-V/def2-TZVPD.

Cartesian coordinates (Å):
Br (-1.195, -0.240, 2.314)
S (-0.234, -1.646, 0.304)
O (0.841, -0.520, 0.020)
O (-1.290, -1.602, -0.664)
C (0.465, 0.763, -0.451)
H (-0.466, 0.962, 0.029)
H (1.321, 1.482, -0.045)
H (0.560, 0.802, -1.507)

Output
energy above the lowest of the compared OMol25 structures with the same formula, charge and spin	14.75	kcal per mole
HOMO level (alpha / beta)	-10.04 / -10.04	eV
charge	0
electronic energy	-86057.0290	eV
strongest force on any atom	3.74	eV/Å

=====

No. 5
Below is a molecular structure, C16H14F10GaIO5PS in a non-equilibrium geometry, with properties calculated with wB97M-V/def2-TZVPD.

Cartesian coordinates (Å):
I (4.651, -2.801, -1.495)
Ga (3.767, -1.325, 0.449)
S (1.980, -0.115, -0.479)
P (5.544, 0.017, 1.184)
F (0.551, -1.162, 1.913)
F (-1.406, -1.579, 0.019)
F (1.459, 2.372, 0.225)
F (-0.888, -0.066, 3.123)
F (-2.809, -0.387, 1.210)
F (-0.933, 1.108, 0.005)
F (2.040, 1.066, 1.896)
F (-0.486, 2.005, 1.938)
F (-1.932, -2.207, 2.036)
F (3.155, -2.441, 1.695)
O (5.161, 1.317, 1.747)
O (6.525, 0.221, -0.096)
O (6.465, -0.808, 2.246)
O (2.538, 0.673, -1.557)
O (0.870, -0.972, -0.855)
C (-0.584, -6.192, -3.784)
C (-0.516, -0.355, 1.859)
C (-4.364, 6.529, 0.842)
C (-1.694, -1.142, 1.240)
C (-0.910, -4.002, -2.108)
C (-2.283, 4.753, 1.322)
C (1.318, 1.141, 0.759)
C (-0.152, -4.936, -4.189)
C (-4.632, 5.269, 1.360)
C (-0.314, -3.842, -3.351)
C (-1.174, -6.353, -2.538)
C (-3.056, 6.901, 0.565)
C (-3.591, 4.381, 1.596)
C (-1.337, -5.258, -1.701)
C (-2.016, 6.014, 0.807)
C (-0.173, 0.975, 1.110)
H (0.030, -2.864, -3.660)
H (-1.037, -3.150, -1.460)
H (-1.475, 4.064, 1.507)
H (-1.795, -5.383, -0.728)
H (-5.651, 4.979, 1.577)
H (-0.456, -7.045, -4.438)
H (-0.996, 6.304, 0.592)
H (6.308, -1.749, 2.125)
H (-1.504, -7.333, -2.219)
H (0.315, -4.811, -5.157)
H (-3.799, 3.396, 1.994)
H (7.311, -0.308, 0.056)
H (-5.176, 7.220, 0.654)
H (-2.848, 7.882, 0.159)

Output
HOMO level	-6.34	eV
charge	-1
electronic energy	-134839.6562	eV
strongest force on any atom	1.35	eV/Å

=====

No. 6
Below is 2 unconnected molecules or ions with the total composition C9H14O in a non-equilibrium geometry, with properties calculated with wB97M-V/def2-TZVPD.

Cartesian coordinates (Å):
O (-2.747, 0.454, 1.185)
C (-0.678, 1.231, 0.451)
C (0.568, -0.488, 2.401)
C (0.651, 1.286, 0.721)
C (-0.825, -1.364, -2.376)
C (1.263, 0.406, 1.593)
C (-0.767, -0.593, 2.107)
C (2.758, 0.625, 1.392)
C (-1.346, 0.285, 1.161)
C (-0.580, -0.120, -3.104)
H (-0.584, -1.186, -1.249)
H (2.914, 0.686, 0.346)
H (3.065, 1.609, 1.877)
H (-1.048, -0.204, -4.110)
H (-0.206, -2.265, -2.897)
H (-1.278, 1.961, -0.125)
H (-1.027, 0.908, -2.714)
H (1.100, -1.278, 3.104)
H (0.526, -0.143, -3.034)
H (3.334, -0.230, 1.604)
H (-3.217, -0.455, 1.444)
H (-1.154, -1.595, 2.445)
H (1.062, 2.171, 0.280)
H (-1.786, -1.698, -2.503)

Output
energy above the lowest of the compared OMol25 structures with the same formula, charge and spin	63.08	kcal per mole
HOMO level (alpha / beta)	0.96 / -2.97	eV
charge	-1
spin multiplicity	2
<S²>	0.759
electronic energy	-11603.5829	eV
strongest force on any atom	3.79	eV/Å

=====

No. 7
Below is 4 unconnected molecules or ions with the total composition C4H12N4O8 in a non-equilibrium geometry, with properties calculated with wB97M-V/def2-TZVPD.

Cartesian coordinates (Å):
O (-1.958, -0.375, 0.879)
O (0.146, 1.682, -2.948)
O (1.544, -3.992, -0.161)
O (-3.719, 0.983, 0.813)
O (1.436, 0.000, 2.052)
O (-0.045, -5.551, -0.068)
O (3.330, -0.941, 1.584)
O (-0.025, 2.261, -0.821)
N (0.342, -4.382, -0.100)
N (0.179, 2.479, -2.022)
N (2.251, -0.468, 1.257)
N (-2.630, 0.542, 1.279)
C (0.755, 3.843, -2.339)
C (-0.696, -3.329, -0.389)
C (-2.085, 1.377, 2.453)
C (1.851, -0.525, -0.147)
H (2.089, -1.495, -0.582)
H (-1.473, -3.776, -1.009)
H (-2.793, 2.157, 2.731)
H (-1.142, 1.909, 2.324)
H (2.392, 0.178, -0.780)
H (0.805, -0.220, -0.184)
H (-1.917, 0.740, 3.321)
H (1.537, 3.690, -3.083)
H (-1.156, -3.231, 0.595)
H (-0.385, -2.285, -0.421)
H (0.023, 4.543, -2.745)
H (1.344, 4.183, -1.487)

Output
energy above the lowest of the compared OMol25 structures with the same formula, charge and spin	33.40	kcal per mole
HOMO level	-10.99	eV
charge	0
structure (SMILES)	C[N+](=O)[O-].C[N+](=O)[O-].C[N+](=O)[O-].C[N+](=O)[O-]
electronic energy	-26670.5132	eV
strongest force on any atom	3.30	eV/Å

=====

No. 8
Below is 2 unconnected molecules or ions with the total composition C6H12NO2PS3 in a non-equilibrium geometry, with properties calculated with wB97M-V/def2-TZVPD.

Cartesian coordinates (Å):
S (-0.587, -2.967, 0.378)
S (1.217, -0.612, 1.013)
S (-1.643, 0.051, -0.506)
P (-0.809, -0.978, 1.129)
O (0.929, 1.870, -1.215)
O (-3.415, -1.988, 1.791)
N (1.986, 0.152, -2.062)
C (0.841, 0.755, -1.666)
C (-3.716, -0.890, 2.040)
C (1.167, 0.905, 2.001)
C (-0.402, -0.060, -1.874)
C (-3.933, 0.334, 2.245)
C (3.354, 0.634, -2.047)
H (-0.376, -1.177, -2.008)
H (0.587, 0.509, 2.937)
H (-1.011, 0.339, -2.638)
H (3.724, 0.684, -3.029)
H (4.114, 0.037, -1.605)
H (1.957, -0.874, -2.236)
H (-1.895, -3.091, 0.710)
H (0.573, 1.678, 1.548)
H (2.177, 1.282, 2.300)
H (3.262, 1.626, -1.541)
H (-4.688, 0.808, 2.789)
H (-3.414, 0.973, 1.547)

Output
HOMO level (alpha / beta)	-4.07 / -8.74	eV
charge	0
spin multiplicity	3
<S²>	2.011
electronic energy	-53790.8452	eV
strongest force on any atom	4.26	eV/Å

=====

No. 9
Below is 2 unconnected molecules or ions with the total composition C2H6IN2O in a non-equilibrium geometry, with properties calculated with wB97M-V/def2-TZVPD.

Cartesian coordinates (Å):
I (-4.174, -0.931, -0.001)
O (-0.772, 1.909, 0.086)
N (1.475, 0.371, 0.121)
N (-1.754, 1.198, 0.060)
C (-2.642, 0.448, -0.052)
C (0.862, -0.988, -0.160)
H (0.759, -1.149, -1.200)
H (1.432, -1.741, 0.534)
H (0.581, 0.973, 0.197)
H (2.258, 0.423, 0.746)
H (2.085, 0.615, -0.653)
H (-0.109, -1.128, 0.321)

Output
energy above the lowest of the compared OMol25 structures with the same formula, charge and spin	71.26	kcal per mole
HOMO level	-13.52	eV
charge	+1
electronic energy	-15289.2042	eV
strongest force on any atom	4.48	eV/Å

=====

No. 10
Below is 9 unconnected molecules or ions with the total composition C15H49N14O9 in a non-equilibrium geometry, with properties calculated with wB97M-V/def2-TZVPD.

Cartesian coordinates (Å):
O (0.456, 6.861, -6.697)
O (1.195, -1.065, 5.050)
O (-0.289, 5.765, 5.940)
O (-7.284, -3.242, 1.199)
O (3.114, -1.890, -7.132)
O (1.067, 1.708, -1.444)
O (-4.181, 8.621, -3.885)
O (3.589, -6.518, 0.684)
O (7.998, 0.938, 1.257)
N (0.588, 4.985, -5.637)
N (4.165, -1.780, -5.111)
N (2.356, 5.817, -6.285)
N (-0.442, 5.008, 3.860)
N (-2.092, 6.190, 4.649)
N (2.714, 0.396, 4.720)
N (0.247, -5.569, -0.875)
N (3.193, -1.011, 6.147)
N (-5.335, 8.083, -2.060)
N (-5.141, -2.189, 2.876)
N (3.380, 0.017, -6.060)
N (6.383, 0.331, -0.026)
N (6.290, 2.275, 0.638)
N (-3.638, 6.877, -2.556)
C (6.953, 1.181, 0.676)
C (2.625, -5.705, -0.013)
C (-7.542, -1.933, 0.576)
C (-5.843, -3.437, 3.034)
C (4.412, -5.792, 1.636)
C (-0.920, 5.673, 4.896)
C (-7.285, -3.206, 2.615)
C (-4.390, 7.903, -2.918)
C (-0.120, 1.003, -1.046)
C (2.339, -0.650, 5.252)
C (1.878, -6.861, -2.071)
C (3.469, -1.281, -6.123)
C (1.451, -6.459, -0.706)
C (-5.728, -3.986, 4.528)
C (1.120, 5.982, -6.221)
H (-0.232, 1.015, 0.038)
H (5.437, 2.268, 0.097)
H (-7.823, -2.334, 2.986)
H (-3.861, 6.220, -1.822)
H (2.649, 4.916, -5.935)
H (2.890, -7.259, -2.004)
H (-4.198, -2.315, 3.214)
H (-6.314, -4.904, 4.487)
H (-2.840, 6.731, -3.158)
H (3.695, 0.639, 4.727)
H (-7.379, -1.926, -0.501)
H (4.117, -0.609, 6.076)
H (-0.280, -6.063, -1.581)
H (0.692, -4.705, -1.150)
H (1.000, 4.510, -4.846)
H (-2.546, 5.886, 3.800)
H (2.856, 6.448, -6.895)
H (-2.646, 6.755, 5.277)
H (-5.040, -2.101, 1.875)
H (-0.858, 4.879, 2.949)
H (2.918, -1.701, 6.830)
H (-6.039, 8.772, -2.283)
H (5.384, -6.155, 1.970)
H (0.346, 4.377, 3.890)
H (3.094, 0.487, -5.213)
H (-1.086, 1.284, -1.466)
H (1.234, -7.372, -0.151)
H (4.552, -2.701, -5.261)
H (4.737, -4.844, 1.206)
H (1.938, 0.712, 4.157)
H (2.894, 0.119, -6.939)
H (-0.323, 4.653, -5.917)
H (-7.987, -4.007, 2.843)
H (6.459, 3.050, 1.263)
H (2.121, -6.082, -2.793)
H (3.182, -5.071, -0.703)
H (-6.287, -3.354, 5.219)
H (-7.041, -1.031, 0.928)
H (-0.167, -0.040, -1.358)
H (4.430, -1.062, -4.451)
H (-5.457, 7.432, -1.298)
H (1.388, -7.760, -2.445)
H (2.120, -5.142, 0.772)
H (-8.599, -1.775, 0.792)
H (6.835, -0.565, -0.141)
H (-4.709, -4.131, 4.888)
H (3.820, -5.554, 2.520)
H (-5.256, -4.138, 2.440)
H (5.427, 0.510, -0.297)

Output
energy above the lowest of the compared OMol25 structures with the same formula, charge and spin	175.12	kcal per mole
HOMO level	-3.05	eV
charge	-1
electronic energy	-55635.7005	eV
strongest force on any atom	8.79	eV/Å